The following is a DFT calculation (ωB97M-V/def2-TZVPD) of C24H60FN4O8Pb as an isolated structure in a non-equilibrium geometry.

```
! wB97M-V def2-TZVPD RIJCOSX def2/J DEFGRID3
* xyz 1 1
Pb -0.782 -0.313 -1.756
F 1.757 -1.216 0.478
C 2.916 -5.617 5.621
O 2.616 -4.900 4.420
C 3.735 -4.441 3.716
C 4.312 -3.317 4.514
N 3.595 -2.126 4.598
C 2.822 -1.941 5.782
C 2.296 -0.471 5.982
O 1.458 -0.587 7.133
C 0.375 -1.398 6.945
H 3.138 -4.926 6.435
H 3.700 -6.330 5.366
H 2.012 -6.172 5.874
H 3.376 -4.192 2.717
H 4.492 -5.193 3.496
H 5.234 -2.965 4.051
H 4.726 -3.684 5.453
H 3.155 -1.739 3.775
H 3.301 -2.369 6.662
H 1.993 -2.615 5.565
H 1.805 -0.009 5.125
H 3.119 0.189 6.258
H -0.170 -1.217 6.019
H -0.415 -1.214 7.674
H 0.655 -2.449 7.023
C 1.620 2.960 -7.632
O 2.034 2.717 -6.276
C 3.166 1.872 -6.158
C 3.477 1.149 -4.815
N 2.538 0.159 -4.303
C 2.898 -1.079 -4.956
C 2.020 -2.297 -4.628
O 0.588 -2.115 -4.818
C 0.231 -1.780 -6.125
H 2.439 3.149 -8.325
H 1.029 3.871 -7.535
H 1.060 2.095 -7.986
H 4.078 2.409 -6.419
H 2.964 1.065 -6.863
H 3.559 1.913 -4.042
H 4.450 0.663 -4.891
H 2.869 0.029 -3.358
H 3.966 -1.292 -4.902
H 2.866 -0.995 -6.042
H 2.341 -2.634 -3.642
H 2.384 -2.944 -5.426
H 0.699 -0.842 -6.424
H -0.844 -1.601 -6.132
H 0.486 -2.529 -6.876
C -1.642 -3.105 0.987
O -2.422 -1.886 1.013
C -2.696 -1.593 2.405
C -3.291 -0.239 2.545
N -2.295 0.725 2.254
C -2.830 2.045 2.598
C -2.869 2.366 4.124
O -1.517 2.727 4.402
C -1.334 3.455 5.584
H -2.089 -3.878 1.612
H -0.701 -3.004 1.527
H -1.531 -3.484 -0.029
H -1.757 -1.593 2.958
H -3.542 -2.157 2.798
H -3.791 -0.316 3.511
H -4.023 0.081 1.805
H -1.543 0.558 2.908
H -3.762 2.126 2.038
H -2.188 2.806 2.154
H -3.210 1.638 4.860
H -3.560 3.194 4.285
H -0.330 3.877 5.624
H -1.457 2.870 6.495
H -1.869 4.392 5.741
C 0.394 3.584 -0.630
O -0.693 3.130 -1.425
C -1.267 4.141 -2.256
C -2.522 3.487 -2.882
N -2.022 2.397 -3.774
C -3.075 1.922 -4.466
C -4.368 1.348 -3.747
O -3.911 0.272 -2.883
C -4.992 -0.550 -2.291
H 0.723 2.777 0.025
H 0.115 4.405 0.030
H 1.139 3.907 -1.356
H -0.534 4.548 -2.953
H -1.540 4.894 -1.517
H -3.039 4.264 -3.445
H -3.204 3.146 -2.104
H -1.420 2.891 -4.417
H -2.676 1.355 -5.307
H -3.378 2.802 -5.035
H -4.946 0.924 -4.569
H -4.843 2.122 -3.145
H -5.369 -0.103 -1.372
H -4.546 -1.537 -2.162
H -5.910 -0.466 -2.872
*
```

E_tot	-2063.39510	Ha
energy relative to the best compared isomer or geometry (same formula, charge and spin)	7.882	eV